Molecular formula: C26H40F16O10S4
Method: DFT, ωB97M-V/def2-TZVPD

```
96
Properties=species:S:1:pos:R:3:forces:R:3:mulliken_charge:R:1
F -13.61202 17.24825 8.11987 -0.0382 0.4360 -0.2402 -0.157
C -14.33428 16.95313 7.01486 -0.6328 -1.6951 0.8880 0.077
F -15.65402 16.89322 7.38753 0.0968 0.8906 -0.3007 -0.263
C -14.10508 17.95596 5.89582 0.8561 1.5836 -1.5457 1.138
F -12.79655 18.36165 5.84846 -0.1561 -0.7636 0.7282 -0.322
F -14.77276 19.12126 6.13820 -0.6336 -0.4279 0.4275 -0.213
C -14.41640 17.56384 4.42852 -0.3478 -0.5675 -0.8436 -1.072
O -13.28309 17.07175 3.73220 0.7004 -1.0855 0.5050 -0.427
C -13.07003 15.69993 3.71797 0.9356 2.0461 -3.3359 0.944
F -13.05295 15.17988 4.93842 -0.6649 -0.6764 0.1817 -0.252
F -13.95598 15.13897 2.86685 -0.7742 -0.6966 1.0184 -0.282
C -11.65786 15.49651 3.10920 2.6277 1.4328 1.2133 0.164
F -11.34357 14.19239 2.95375 -0.5614 0.3799 0.2943 -0.255
F -11.22023 16.14947 1.98273 -1.8205 -0.4302 -0.2622 -0.266
H -14.14937 15.90800 6.75856 0.6647 0.3531 -0.4029 0.197
H -14.64113 18.46769 3.86306 -0.1472 0.2182 0.5230 0.345
H -15.23454 16.86412 4.23148 -0.2168 0.1404 0.7114 0.428
H -11.02676 16.04488 3.83237 0.0826 -1.0942 0.4672 0.222
F -18.43565 20.33662 6.64309 -0.6111 0.5822 -0.0806 -0.097
C -18.72766 20.45991 5.31401 1.5578 -1.3324 0.4272 -0.052
F -19.99415 20.08417 5.06847 -0.3862 0.6653 0.4637 -0.302
C -18.37449 21.84287 4.71182 -0.9955 -1.2486 -0.0281 1.104
F -18.83721 21.61229 3.43584 0.3375 0.9935 -0.1518 -0.332
F -17.03365 21.96381 4.66889 -0.1452 0.1421 0.0969 -0.236
C -19.08903 23.03152 5.32332 0.1527 0.3578 0.1791 -1.007
O -18.53599 23.29961 6.63190 0.4677 0.6691 -0.1000 -0.301
C -18.13184 24.64061 6.78243 -0.6777 -2.5476 -0.8068 0.956
F -17.32869 24.94229 5.74588 0.2148 0.7961 0.4025 -0.290
F -19.27492 25.35728 6.68882 0.5120 0.9355 0.1039 -0.299
C -17.52121 24.89177 8.18435 -0.4526 -1.0236 1.1997 -0.053
F -16.41716 24.19125 8.57507 0.9023 -0.0057 -1.4303 -0.174
F -17.19949 26.19736 8.30782 -0.6335 -0.2709 -0.1531 -0.306
H -18.10236 19.68892 4.85756 0.1902 0.3195 -0.4717 0.169
H -20.14827 22.77419 5.34992 -0.0182 -0.0849 0.5396 0.334
H -19.03860 23.91513 4.68918 0.3268 -0.1929 -0.2212 0.517
H -18.20372 24.45288 8.92262 -0.8329 1.1440 -0.2303 0.299
O -21.62349 16.84560 12.43865 -0.4570 0.3173 -0.1437 -0.669
S -21.06263 17.65727 11.38050 1.4152 -0.9793 0.3441 1.082
O -21.45154 19.04973 11.21817 0.0645 -1.1956 -0.1126 -0.615
C -19.21882 17.50466 11.53692 -1.4238 0.6980 -0.3691 -0.617
C -18.74236 16.97091 10.17160 0.6081 0.1010 0.0553 -0.254
C -19.81714 16.00711 9.58901 1.8922 -0.2413 1.4069 -0.667
C -21.08249 16.74115 9.80457 -1.9325 2.1527 -1.5361 -0.707
H -19.04716 16.82865 12.37214 -0.0538 -0.3027 -0.2333 0.393
H -19.01404 18.51051 11.89956 0.8059 0.0287 -0.5947 0.249
H -18.55981 17.67333 9.35666 -0.3644 0.8440 0.6444 -0.101
H -17.74562 16.53343 10.26480 -0.2051 -0.4808 0.2380 0.470
H -19.75986 15.06646 10.14164 -0.3072 -0.1113 -0.1535 0.312
H -19.46088 15.84889 8.57309 -0.8108 -0.1893 -0.2315 0.358
H -22.05384 16.33520 9.51665 0.0894 -0.7658 0.8696 0.487
H -21.13717 17.61706 9.13996 0.6103 0.0080 -0.1647 0.287
O -9.72972 20.55024 7.66575 0.3021 0.2063 -0.0422 -0.667
S -9.68148 19.94690 8.96713 -0.0740 -1.9463 0.5533 1.123
O -8.61137 19.01966 9.33136 -0.8581 1.0412 -0.2949 -0.672
C -9.91695 21.15864 10.24982 -0.9702 1.6183 -0.1858 -0.679
C -10.86511 20.59053 11.30539 0.9899 -1.3670 1.1666 -0.513
C -11.46328 19.23172 10.83807 -0.3271 0.3020 -0.7985 -0.685
C -11.26822 19.09866 9.29399 0.3795 0.4453 1.4992 -0.211
H -10.40526 21.98647 9.72549 -0.1590 -0.1497 -0.1761 0.240
H -9.01087 21.64254 10.60933 0.3008 -0.6861 0.1067 0.515
H -10.27714 20.31867 12.18569 0.1538 0.2232 -0.0004 0.297
H -11.62228 21.24516 11.73288 -0.0305 0.4053 -0.6999 0.295
H -12.52206 19.20635 11.09897 -0.0718 -0.0726 -0.2251 0.279
H -11.02193 18.39609 11.37626 0.2760 0.0409 -0.1735 0.422
H -12.05236 19.65766 8.78976 0.0980 -0.1950 -0.3690 -0.271
H -11.19256 18.05519 9.00549 -0.0147 0.1245 -0.3950 0.477
O -17.81507 19.89262 10.28780 0.4727 0.8990 -0.3017 -0.452
S -17.27568 21.14368 9.77426 -1.0578 0.4203 -0.8521 1.020
O -18.18409 22.12741 9.16448 0.8593 -1.1313 1.1697 -0.644
C -16.27297 21.96727 11.06253 -0.1954 -0.2005 -0.5621 -1.153
C -14.82196 21.86529 10.56452 0.8377 -0.9034 0.1293 -0.317
C -14.67826 21.52707 9.05397 -1.5281 0.2446 -0.0126 0.660
C -15.96679 20.82957 8.56627 0.2184 -0.5448 -0.1206 -0.153
H -16.45924 21.43556 11.99310 0.1490 -0.1839 -0.0837 0.598
H -16.75788 22.93599 11.17197 0.4915 0.2779 -0.2435 0.306
H -14.12448 22.66699 10.80691 -0.5429 0.4477 0.1187 0.425
H -14.34193 21.00751 11.04488 -0.3672 -0.0439 0.3929 0.176
H -13.86467 20.81973 8.92857 0.3060 0.4286 -0.2337 -0.865
H -14.57639 22.45121 8.48897 0.4401 -0.1602 -0.1480 0.356
H -15.85015 19.75345 8.42720 0.0164 -0.1055 0.6809 0.230
H -16.32201 21.11087 7.57607 -0.0875 0.6753 0.2504 -0.123
O -14.05127 29.45383 10.85540 0.7288 -1.0715 -1.1983 -0.655
S -13.57955 28.51139 9.82733 -1.4986 -0.3451 1.3265 1.078
O -13.26292 29.00761 8.51853 0.2634 -0.1241 -0.1650 -0.640
C -12.27671 27.48736 10.58102 -0.8884 -0.7892 0.1005 -0.917
C -12.51162 25.96841 10.27480 -0.1353 0.8602 0.0325 -0.415
C -14.04355 25.87384 10.35401 -1.5176 0.3650 -0.0731 0.388
C -14.79078 27.08143 9.72671 1.1538 0.9931 -0.6741 -0.931
H -12.70851 27.50452 11.58398 0.7487 0.5527 0.3765 0.402
H -11.30253 27.95901 10.50947 0.0321 -0.1544 -0.0488 0.452
H -12.07934 25.50428 9.38886 -0.1644 0.6506 -0.4448 0.377
H -12.05220 25.39913 11.08438 -0.1577 0.0762 0.1909 0.299
H -14.40398 25.94853 11.38257 0.5349 -0.5002 0.2765 0.337
H -14.48850 24.97619 9.92627 0.3091 -0.1784 0.0386 -0.566
H -15.71030 27.39015 10.21848 0.2358 -0.0782 0.4591 0.459
H -15.07970 26.99587 8.68160 0.5380 -0.1926 -0.1314 0.375
```
Forces are in eV/Å.

- HOMO-LUMO gap: 9.874 eV
- SMILES: FC(F)C(F)(F)COC(F)(F)C(F)F.FC(F)C(F)(F)COC(F)(F)C(F)F.O=S1(=O)CCCC1.O=S1(=O)CCCC1.O=S1(=O)CCCC1.O=S1(=O)CCCC1
- LUMO level: -0.0031 Eh
- E_tot: -134901.939 eV
- Charge: 0
- Relative energy (zero: lowest compared OMol25 entry of this formula, charge and spin): 312.3 kJ/mol